52
Properties=species:S:1:pos:R:3:forces:R:3:lowdin_charge:R:1 method="wB97M-V/def2-TZVPD" homo_energy_ev=-0.31 energy_ev=-31343.01152 de_lowest_kcal_mol=0.00 molar_mass_g_mol=298.33 total_charge=-2
C 0.931 -2.077 -1.340 0.21 -0.78 -0.20 -0.067
C -0.449 -1.433 -1.255 2.38 0.97 -0.24 -0.572
C -1.002 -1.510 0.129 -2.20 -0.42 0.99 -0.087
O -0.213 -0.108 -1.600 -0.52 0.29 -0.12 -0.359
H 1.736 -1.615 -0.718 -0.85 0.06 -0.41 0.095
H 1.214 -2.090 -2.389 0.32 0.20 -0.17 0.068
H 0.886 -3.106 -1.049 0.04 -1.00 0.34 0.061
H -1.134 -1.936 -2.010 0.35 0.12 0.84 0.151
H -0.525 -1.186 1.067 1.08 -0.27 -0.74 0.095
H -1.385 -2.535 0.278 0.08 0.15 0.34 0.082
H -1.847 -0.813 0.153 -0.34 -0.43 -0.05 0.054
C 1.848 1.025 4.144 -1.59 -1.55 -2.04 -0.116
C 0.365 1.341 4.032 -1.81 4.07 -0.35 -0.653
C -0.459 0.879 5.272 2.08 -1.10 -1.10 -0.102
O 0.151 2.735 3.939 0.87 -1.47 -0.03 -0.376
H 2.423 1.420 3.336 0.28 1.02 -0.45 0.050
H 1.980 -0.034 4.009 0.26 -1.15 0.46 0.049
H 2.168 1.340 5.058 1.27 0.93 2.53 0.029
H -0.043 0.897 3.061 0.07 -0.48 0.84 0.090
H -0.192 1.436 6.160 0.54 0.08 0.17 0.055
H -0.237 -0.179 5.337 -0.06 -0.82 0.86 0.039
H -1.492 0.981 5.165 -1.66 0.39 -0.71 0.024
O 2.392 -1.358 -5.164 -1.73 0.41 -1.41 -0.114
H 1.593 -0.807 -4.947 0.83 -0.77 -0.05 0.005
H 2.924 -1.380 -4.380 0.70 0.24 0.88 -0.067
O 2.271 0.783 -2.325 0.87 -0.68 -1.24 -0.025
H 2.476 1.602 -1.924 -0.11 1.12 0.91 0.048
H 1.450 0.404 -1.990 -1.26 0.04 0.44 0.001
O -0.983 1.753 0.598 -1.81 0.69 0.06 -0.030
H -0.085 1.634 0.841 1.72 0.52 1.05 -0.025
H -1.009 1.045 -0.026 -0.47 -0.66 -1.33 -0.026
O 1.464 0.916 0.768 0.70 -0.38 -0.55 -0.039
H 1.496 0.617 1.677 -0.02 -0.06 0.51 0.017
H 1.157 0.159 0.240 0.00 0.32 0.04 0.017
O -4.134 -2.021 0.122 -0.09 -0.27 1.65 -0.082
H -3.256 -2.259 -0.180 0.17 0.12 -0.35 -0.020
H -3.957 -1.899 1.090 -0.44 0.02 -1.28 0.057
O 3.829 -1.143 -2.945 0.80 -0.90 0.23 -0.082
H 3.384 -0.319 -2.686 -0.29 0.67 0.06 -0.017
H 3.332 -1.783 -2.429 0.12 -0.23 0.11 0.019
O -2.964 0.384 -1.606 -1.38 0.12 -0.07 -0.035
H -3.216 -0.234 -2.286 -0.57 -0.23 -0.40 0.032
H -2.048 0.161 -1.522 1.66 0.34 0.08 -0.053
O -2.922 1.460 2.516 -1.04 -0.31 0.69 -0.061
H -3.171 0.554 2.694 -0.25 -0.21 0.31 0.003
H -2.281 1.345 1.820 1.08 0.67 -0.81 -0.034
O -0.126 -0.219 -4.365 0.49 0.35 -3.62 -0.033
H -0.326 -0.393 -3.483 -0.39 0.03 3.11 -0.042
H -0.158 0.737 -4.487 -0.07 -0.08 0.43 0.057
O -0.830 2.395 -2.440 0.15 1.44 -0.73 -0.069
H -0.638 1.489 -2.213 0.10 -0.86 0.48 -0.049
H -0.396 2.928 -1.762 -0.25 -0.29 0.04 0.035



22
Properties=species:S:1:pos:R:3:forces:R:3:lowdin_charge:R:1 method="wB97M-V/def2-TZVPD" homo_energy_ev="-8.97 / -8.97" energy_ev=-19023.77383 de_lowest_kcal_mol=52.59 molar_mass_g_mol=187.16
C -0.821 2.406 -0.138 0.97 -5.00 -0.32 0.109
C -1.719 1.304 0.122 -0.33 -0.55 -0.21 -0.355
C -1.158 -1.317 -0.044 -2.80 1.67 -0.32 -0.437
C -2.623 -1.624 0.155 0.78 -0.46 1.53 0.028
C 2.498 -0.998 -0.424 -1.89 -1.39 0.06 -0.029
C 1.807 -0.073 0.483 -1.24 2.01 0.19 -0.227
N -0.913 0.084 -0.171 -0.33 0.99 0.80 0.082
N 0.332 0.519 -0.505 2.20 -2.26 -0.15 0.049
N 0.361 1.817 -0.490 -1.17 2.50 -0.19 -0.264
O 1.430 2.380 -0.835 -0.29 0.37 -0.15 -0.024
O -2.888 1.275 0.429 0.23 0.32 0.10 0.052
O -0.339 -2.163 -0.145 2.09 -0.75 -0.18 0.116
O 2.314 1.078 0.980 0.36 -1.61 0.22 0.033
H -0.982 3.378 0.085 -0.13 2.81 0.20 0.097
H -3.056 -2.152 -0.678 -0.09 0.19 -0.43 0.093
H -3.118 -0.745 0.493 -0.82 0.59 -0.45 0.045
H -2.688 -2.297 1.020 0.20 -0.20 -0.25 0.097
H 1.680 -1.366 -1.080 0.77 0.20 0.11 0.086
H 3.304 -0.628 -1.015 0.77 0.12 -0.01 0.086
H 2.606 -1.873 0.248 1.16 0.25 -0.71 0.108
H 1.251 -0.639 1.234 -0.02 0.60 0.05 0.141
H 2.720 1.635 0.278 -0.41 -0.39 0.11 0.113



167
Properties=species:S:1:pos:R:3:forces:R:3:lowdin_charge:R:1 method="wB97M-V/def2-TZVPD" homo_energy_ev=-7.51 energy_ev=-630925.92731 molar_mass_g_mol=2303.92
C -1.584 -5.569 0.941 -0.27 1.23 -0.64 -0.115
C -0.606 -4.388 0.363 -0.62 -1.53 0.41 -0.256
O -1.368 -3.142 0.466 1.71 1.08 -2.93 -0.131
C -0.957 -2.329 -0.672 -0.86 0.67 -0.66 -0.204
C 0.554 -1.923 -0.752 -1.15 1.35 -2.40 -0.015
N 1.068 -1.096 -1.799 -4.46 -2.13 1.51 0.087
C 0.055 -0.691 -2.745 -0.62 0.32 -0.70 -0.117
C 0.470 0.253 -3.930 -2.27 0.49 -2.20 -0.084
C 1.976 0.850 -4.117 -1.41 0.14 1.59 -0.127
C 1.931 2.296 -3.364 0.04 2.41 0.65 -0.108
C 1.328 3.471 -4.227 0.81 1.46 3.51 -0.022
C 1.153 4.922 -3.670 1.10 -4.42 1.93 -0.144
C 1.597 5.166 -2.191 0.87 -3.79 -1.03 -0.392
C 2.222 4.004 -1.337 -1.07 -0.52 -3.38 -0.237
C 2.396 2.527 -1.900 -1.41 2.57 -2.39 -0.187
C 3.015 1.366 -0.981 -0.76 0.56 -1.10 -0.121
C -0.540 0.740 -5.028 -0.40 -2.75 3.94 -0.014
C -2.024 0.270 -4.918 2.62 -1.28 3.03 -0.011
C -2.426 -0.646 -3.748 1.00 0.83 -1.66 -0.101
C -3.992 -1.060 -3.662 1.01 1.54 0.74 -0.148
C -4.591 -0.176 -2.418 0.07 -0.03 0.25 -0.162
C -5.636 0.948 -2.907 -0.48 0.13 0.09 -0.202
O -5.259 2.316 -2.524 -0.49 -1.10 0.83 -0.237
C -5.310 2.484 -1.088 0.02 -0.38 1.04 -0.134
C -1.419 -1.164 -2.627 -0.48 1.56 -2.12 -0.107
N -1.990 -1.995 -1.595 6.08 1.01 1.02 0.182
H -1.103 -6.602 0.869 -0.68 1.47 0.07 0.055
H -1.916 -5.361 2.022 0.74 -0.25 -1.68 0.026
H -2.543 -5.491 0.302 1.56 -0.41 0.95 0.092
H -0.394 -4.561 -0.748 -0.22 -0.10 1.57 0.129
H 0.380 -4.306 0.934 -1.38 -0.13 -0.71 0.053
H 1.283 -2.306 0.063 -1.50 0.84 -1.78 0.046
H 2.233 0.955 -5.226 -0.51 -0.06 1.67 0.113
H 2.694 0.113 -3.623 -0.85 1.23 -0.66 0.090
H 1.000 3.264 -5.297 0.59 0.28 1.67 0.079
H 0.697 5.717 -4.355 0.86 -1.18 1.36 0.101
H 1.454 6.210 -1.742 1.33 -2.26 -1.09 0.007
H 2.559 4.132 -0.223 -0.22 0.49 -3.33 -0.094
H 2.146 0.922 -0.374 1.52 0.68 -0.66 0.055
H 3.844 1.821 -0.343 -1.29 -0.86 -0.71 0.042
H 3.415 0.515 -1.647 -0.51 1.46 1.11 0.072
H -0.196 1.442 -5.864 -0.54 -1.28 1.45 0.089
H -2.764 0.657 -5.703 1.02 -0.89 1.48 0.100
H -4.138 -2.182 -3.518 0.19 1.62 -0.21 0.106
H -4.514 -0.663 -4.607 0.91 -1.00 1.27 0.079
H -3.719 0.378 -1.897 -1.38 -0.86 -0.93 0.108
H -5.047 -0.851 -1.598 0.58 1.06 -1.48 0.063
H -6.680 0.768 -2.446 1.43 0.01 -0.64 0.104
H -5.778 0.987 -4.053 0.48 -0.16 1.78 0.128
H -5.688 3.528 -0.792 0.59 -1.44 -0.76 0.105
H -4.275 2.313 -0.605 -1.63 0.20 -0.84 0.026
H -6.013 1.705 -0.600 0.97 1.22 -0.79 0.078
C -9.042 2.046 -4.233 0.33 0.10 -0.13 -1.018
Cl -10.175 3.310 -4.728 0.08 0.00 -0.03 0.515
Cl -9.845 0.818 -3.246 -0.01 0.03 0.04 0.542
H -8.631 1.571 -5.123 -0.18 0.02 0.13 0.026
H -8.239 2.498 -3.652 -0.19 -0.05 -0.01 0.020
C 4.688 7.250 -4.114 0.48 -0.16 0.26 -0.987
Cl 3.892 7.834 -5.583 0.02 0.10 -0.09 0.498
Cl 3.728 5.990 -3.325 1.17 1.04 -0.67 0.653
H 5.662 6.841 -4.379 -0.18 0.06 -0.06 0.013
H 4.814 8.084 -3.425 -0.12 -0.10 -0.15 0.029
C 6.735 4.640 -0.736 -0.39 -0.11 0.40 -1.042
Cl 5.175 3.976 -1.234 0.51 -0.10 0.06 0.588
Cl 7.601 5.339 -2.112 0.19 0.05 -0.04 0.510
H 6.566 5.417 0.009 -0.04 -0.02 -0.24 -0.029
H 7.342 3.841 -0.305 -0.70 0.57 -0.48 -0.107
C 0.856 2.224 2.371 -0.51 0.08 0.33 -0.991
Cl 1.396 3.291 1.077 -1.29 -0.84 1.23 0.645
Cl 2.177 1.213 2.951 0.24 -0.10 0.18 0.543
H 0.474 2.820 3.198 0.13 -0.10 -0.11 -0.038
H 0.067 1.583 1.983 0.28 0.07 0.04 -0.033
C 1.565 -7.059 2.986 0.31 0.11 0.07 -0.958
Cl 0.633 -8.495 2.544 -0.01 -0.01 -0.13 0.555
Cl 0.504 -5.686 3.321 0.25 -0.06 0.32 0.580
H 2.152 -7.278 3.877 -0.18 0.02 -0.09 0.031
H 2.229 -6.800 2.161 -0.21 -0.03 0.07 0.039
C -2.321 3.865 0.481 0.17 0.08 -0.28 -1.016
Cl -2.904 4.792 1.869 -0.03 0.21 -0.11 0.507
Cl -2.140 2.155 0.885 -0.14 -0.15 -0.11 0.564
H -3.037 3.961 -0.335 0.06 -0.05 0.20 0.013
H -1.355 4.258 0.173 -0.18 -0.22 0.26 -0.066
C -1.488 4.053 5.742 -0.24 0.11 0.11 -1.005
Cl 0.279 4.056 5.698 0.05 0.08 0.07 0.522
Cl -2.154 2.818 4.668 -0.04 -0.03 0.13 0.504
H -1.816 3.850 6.761 0.13 -0.06 -0.18 0.027
H -1.851 5.030 5.426 0.13 -0.18 -0.07 0.027
C 1.942 -10.801 4.907 0.15 0.02 -0.13 -1.084
Cl 2.295 -10.319 6.573 0.01 0.11 0.10 0.529
Cl 0.776 -12.129 4.860 0.03 0.04 -0.11 0.513
H 1.527 -9.947 4.372 -0.02 -0.23 0.23 -0.059
H 2.866 -11.124 4.427 -0.37 0.02 0.48 -0.071
C -8.363 -2.366 -3.018 -0.10 0.02 0.16 -1.026
Cl -7.131 -3.049 -1.952 -0.06 -0.57 -0.90 0.482
Cl -7.924 -2.577 -4.718 -0.08 0.12 -0.09 0.500
H -9.312 -2.867 -2.832 0.21 -0.02 -0.08 0.035
H -8.458 -1.302 -2.808 0.16 -0.22 -0.09 -0.056
C -6.451 -1.102 1.818 -0.30 0.13 0.28 -1.023
Cl -7.445 -1.551 0.424 0.09 0.39 0.92 0.486
Cl -4.963 -0.294 1.306 0.06 -0.01 0.16 0.540
H -7.018 -0.423 2.456 0.23 -0.21 -0.40 -0.085
H -6.194 -2.002 2.375 -0.01 0.11 -0.22 -0.023
C 9.759 2.115 -1.226 0.05 -0.06 -0.32 -0.979
Cl 9.172 3.042 0.162 1.08 -0.49 0.25 0.590
Cl 9.917 0.401 -0.829 -0.16 -0.01 0.09 0.513
H 9.053 2.224 -2.048 0.02 -0.04 0.21 0.037
H 10.734 2.501 -1.522 -0.12 -0.09 0.16 0.014
C -1.454 7.597 -0.918 -0.11 0.10 0.45 -0.933
Cl -2.939 7.560 -1.878 -0.09 0.02 0.06 0.546
Cl -0.507 6.119 -1.146 -1.76 1.01 0.57 0.699
H -0.854 8.452 -1.227 -0.08 -0.21 -0.09 0.037
H -1.716 7.692 0.135 -0.07 -0.07 -0.19 0.027
C 13.132 -0.988 -2.296 0.09 -0.05 0.25 -1.027
Cl 12.907 -2.387 -3.352 0.04 -0.02 0.08 0.506
Cl 12.437 0.471 -3.011 0.24 0.10 -0.12 0.496
H 12.642 -1.182 -1.342 -0.05 0.05 -0.22 0.014
H 14.198 -0.832 -2.138 -0.18 0.00 -0.16 0.028
C -4.190 -5.675 3.962 0.07 -0.17 0.01 -1.069
Cl -4.462 -7.020 2.846 0.06 -0.07 0.04 0.524
Cl -4.809 -4.158 3.295 0.08 -0.05 -0.18 0.502
H -4.700 -5.885 4.899 0.02 -0.04 -0.33 -0.034
H -3.120 -5.574 4.139 -0.14 0.04 -0.13 0.011
C -6.823 -2.069 -8.372 -0.01 -0.19 -0.11 -1.035
Cl -5.264 -1.607 -7.679 0.04 -0.09 -0.02 0.496
Cl -8.074 -0.883 -7.982 -0.08 -0.03 -0.09 0.483
H -6.724 -2.136 -9.454 0.01 0.13 0.19 0.027
H -7.116 -3.038 -7.968 0.05 0.21 0.06 0.021
C 5.655 -8.939 7.622 -0.26 -0.06 0.08 -1.044
Cl 6.262 -7.841 6.375 -0.11 0.05 -0.03 0.492
Cl 6.932 -10.016 8.200 -0.07 -0.04 0.06 0.498
H 5.281 -8.351 8.459 0.19 -0.05 -0.13 0.029
H 4.848 -9.539 7.202 0.26 0.09 0.00 -0.039
C -3.739 10.167 -4.397 -0.09 -0.08 0.22 -1.046
Cl -4.734 9.744 -5.795 -0.07 -0.03 0.06 0.499
Cl -2.246 10.973 -4.896 0.05 0.01 0.11 0.494
H -4.303 10.837 -3.750 0.09 -0.03 -0.21 0.029
H -3.484 9.257 -3.855 0.02 0.17 -0.23 -0.048
C 1.395 -2.176 4.140 -0.26 0.07 0.15 -1.024
Cl 2.583 -2.945 5.199 -0.05 0.02 0.07 0.506
Cl 1.857 -2.332 2.441 0.03 0.05 0.17 0.545
H 0.427 -2.653 4.289 0.21 -0.06 -0.08 -0.008
H 1.328 -1.118 4.392 0.14 -0.15 -0.13 -0.007
C 4.871 -12.474 1.867 0.12 -0.27 -0.16 -0.998
Cl 6.425 -12.100 2.619 -0.02 -0.08 -0.05 0.514
Cl 3.654 -11.256 2.275 0.08 -0.05 -0.51 0.568
H 4.997 -12.499 0.786 -0.01 0.14 0.19 0.029
H 4.530 -13.446 2.222 0.03 0.23 0.05 0.033
C 4.835 5.688 3.016 -0.19 -0.07 0.21 -0.977
Cl 3.846 5.272 1.610 0.27 0.27 0.37 0.551
Cl 6.346 6.472 2.533 0.00 0.07 0.14 0.515
H 4.273 6.369 3.653 0.12 -0.03 -0.19 0.030
H 5.070 4.778 3.565 0.02 0.11 -0.20 0.035
C -3.293 -3.453 7.079 0.13 -0.03 0.27 -0.982
Cl -4.872 -4.033 6.533 -0.09 0.25 0.64 0.548
Cl -2.369 -2.760 5.740 0.07 0.01 0.03 0.520
H -3.441 -2.688 7.840 -0.04 -0.06 -0.22 0.029
H -2.735 -4.288 7.499 -0.10 0.09 -0.17 0.033
C -8.833 -0.207 5.064 -0.15 -0.08 0.24 -0.995
Cl -9.826 -0.657 3.672 -0.02 -0.04 0.06 0.523
Cl -7.344 0.597 4.552 0.02 0.22 0.43 0.557
H -9.401 0.470 5.700 0.11 -0.03 -0.21 0.027
H -8.576 -1.107 5.620 0.03 0.11 -0.20 0.029
C 11.222 5.754 1.365 0.08 0.05 -0.25 -1.029
Cl 12.350 5.559 2.712 0.07 -0.01 -0.07 0.508
Cl 9.551 5.824 1.936 0.02 0.07 -0.05 0.472
H 11.455 6.678 0.839 -0.07 -0.09 0.20 0.031
H 11.328 4.907 0.689 -0.09 0.05 0.21 -0.004



29
Properties=species:S:1:pos:R:3:forces:R:3:lowdin_charge:R:1 method="wB97M-V/def2-TZVPD" homo_energy_ev=-16.79 energy_ev=-14056.50785 de_lowest_kcal_mol=110.88 molar_mass_g_mol=167.26 total_charge=+2
C 3.687 0.067 -0.913 1.63 -1.66 -3.22 0.183
C -5.166 -0.257 0.096 -2.34 0.06 0.78 0.025
C -4.057 -1.234 -0.169 0.42 1.72 -2.10 0.006
C -2.742 1.054 0.225 -0.06 -0.52 1.99 -0.068
C -3.814 0.094 0.232 -0.47 1.44 -0.95 -0.027
C 2.058 -1.649 0.792 -0.14 -0.19 -0.36 -0.026
C 2.919 1.824 0.336 -1.42 3.05 0.28 0.006
C 0.454 -0.221 -0.610 2.09 -1.57 -0.22 -0.155
C 1.632 -0.280 0.335 0.96 0.88 2.65 -0.321
N -0.505 0.554 0.021 -2.47 1.48 1.48 0.029
N -1.646 0.244 -0.265 0.29 -0.31 -0.77 0.025
N 2.816 0.492 -0.150 -0.60 0.84 1.18 -0.127
H 3.605 -0.905 -1.364 -0.15 -0.59 0.28 0.129
H 4.484 0.641 -1.392 -0.13 0.41 0.90 0.150
H -5.910 0.139 -0.616 0.80 0.18 0.08 0.166
H -5.701 -0.421 1.051 0.34 -0.19 -0.21 0.175
H -3.824 -2.013 0.418 0.23 -2.90 2.42 0.113
H -3.612 -1.403 -1.151 -0.20 0.11 -0.26 0.164
H -2.922 2.003 -0.277 -0.15 0.00 -0.29 0.167
H -2.696 1.346 1.340 0.24 -0.22 -0.96 0.210
H 1.188 -2.004 1.379 0.41 -0.75 -0.94 0.118
H 2.443 -2.198 -0.090 -0.79 -0.57 0.80 0.100
H 2.849 -1.621 1.533 0.32 0.32 0.03 0.100
H 1.985 2.350 -0.006 0.74 -0.34 0.34 0.131
H 3.763 2.464 -0.019 -0.43 -1.17 0.20 0.137
H 2.844 1.819 1.423 0.31 -0.01 0.01 0.119
H 0.253 -1.293 -0.858 -0.68 1.10 -0.38 0.159
H 0.626 0.458 -1.430 0.72 -0.46 -1.10 0.146
H 1.320 0.221 1.319 0.51 -0.15 -1.62 0.167



45
Properties=species:S:1:pos:R:3:forces:R:3:lowdin_charge:R:1 method="wB97M-V/def2-TZVPD" homo_energy_ev=-10.10 energy_ev=-29077.37410 de_lowest_kcal_mol=0.00 molar_mass_g_mol=262.25
N 0.844 0.390 -1.322 0.07 -0.35 -0.18 0.017
C 1.500 1.627 -1.707 -0.45 0.35 -0.21 -0.306
N 1.024 2.753 -0.874 -0.21 -0.19 0.20 -0.006
H 1.083 0.130 -0.373 0.12 0.05 0.06 0.050
H -0.165 0.498 -1.331 -0.09 0.29 -0.11 0.049
H 2.570 1.530 -1.567 0.16 -0.14 0.00 0.102
H 1.313 1.796 -2.784 -0.01 -0.07 0.40 0.118
H 1.419 3.644 -1.150 0.00 -0.06 -0.15 0.084
H 0.003 2.801 -0.947 0.21 0.08 -0.05 0.061
H -3.044 -2.749 -1.076 -0.03 -0.03 -0.04 0.086
H -2.370 -1.624 -0.238 -0.12 -0.21 -0.22 0.041
O -2.186 -2.441 -0.770 -0.13 0.31 0.27 -0.062
H 2.754 -0.887 -1.534 0.23 -0.03 -0.02 0.001
H 3.455 -0.865 -0.174 0.26 -0.12 -0.68 -0.007
O 3.640 -0.872 -1.142 -0.36 0.06 0.44 -0.091
H -0.084 0.713 1.794 -0.41 -0.23 0.49 0.038
H -0.349 -0.633 2.504 0.05 0.06 0.01 0.034
O -0.780 0.254 2.336 0.35 0.16 -0.51 -0.100
H 1.425 2.203 0.809 -0.13 -0.23 -0.02 0.041
H 1.328 2.064 2.413 0.08 -0.30 -0.43 0.049
O 1.492 1.562 1.575 0.03 0.71 0.10 -0.114
H -1.031 -3.410 0.133 0.13 -0.17 0.28 0.010
H -0.984 -4.439 1.278 0.07 -0.02 -0.02 0.060
O -0.428 -3.827 0.785 -0.16 0.00 -0.10 -0.058
H -1.156 -2.086 -2.208 -0.07 0.10 -0.55 0.018
H 0.021 -1.254 -2.657 -0.03 0.01 -0.32 0.031
O -0.770 -1.692 -3.023 0.32 -0.02 0.78 -0.075
H 1.529 -1.619 2.151 -0.29 -0.34 -0.11 0.014
H 0.310 -2.647 1.896 0.47 0.35 0.17 0.020
O 0.672 -1.948 2.495 -0.34 -0.19 -0.02 -0.080
H -1.988 0.019 1.266 -0.45 -0.04 -0.05 0.034
H -3.560 0.032 1.077 0.00 -0.05 0.05 0.080
O -2.739 -0.124 0.602 0.39 -0.13 0.34 -0.082
H -0.287 3.109 3.852 -0.09 0.12 0.04 0.058
H -0.231 1.581 3.664 0.01 0.13 0.03 0.029
O 0.314 2.362 3.883 0.02 -0.21 0.07 -0.052
H 2.463 0.213 1.466 0.29 -0.19 0.43 0.023
H 3.546 -0.646 2.234 -0.17 0.11 -0.27 0.090
O 2.887 -0.685 1.526 0.12 0.18 0.21 -0.077
H -1.864 -0.402 -3.341 -0.22 0.20 0.02 0.006
H -2.315 0.639 -4.368 -0.11 0.17 -0.10 0.051
O -2.474 0.372 -3.461 0.25 -0.37 -0.06 -0.079
H -2.409 1.244 -0.499 0.11 0.30 -0.31 -0.009
H -2.303 1.444 -2.027 0.13 0.31 0.36 0.003
O -2.073 1.874 -1.168 -0.02 -0.35 -0.23 -0.103